Entry from OMol25: a structure of composition C5H9FO5SSn in a non-equilibrium geometry (ωB97M-V/def2-TZVPD).

The geometry in XYZ format:
```
22
Properties=species:S:1:pos:R:3
O 4.397 -0.404 0.992
C 3.223 -0.361 0.305
O 3.165 -1.148 -0.947
C 1.891 0.474 0.848
C 0.689 0.525 -0.300
O -0.154 1.728 -0.217
S -1.476 1.496 0.867
O -1.171 0.288 1.837
O -2.897 1.028 0.052
C -2.652 -0.001 -0.970
C -2.610 -1.547 -0.382
F -3.664 -1.797 0.663
H 3.191 -0.556 -1.760
H 1.459 -0.190 1.738
H 2.143 1.544 1.255
H 0.099 -0.492 -0.304
H 1.237 0.576 -1.360
H -3.595 0.027 -1.701
H -1.723 0.234 -1.671
H -2.709 -2.345 -1.262
H -1.579 -1.812 0.155
Sn 2.736 2.736 2.163
```

Output
- HOMO-LUMO gap (eV) = 4.08
- DFT total energy (eV) = -34923.44084
- charge = +2
- maximum force (eV Å⁻¹) = 9.4
- HOMO energy (eV) = -16.743